# C14H19F9IN2O4PS

A 3-piece molecular cluster, C14H19F9IN2O4PS overall (wB97M-V/def2-TZVPD, OMol25).

## Properties
E_tot, eV: -78679.7554
HOMO energy, eV: -9.52
Charge: 0

Each atom is followed by the atoms it is bonded to, with distances in Å.
Geometry (Å):
1 O 2.5180 -1.8896 1.8747  S2 1.445
2 S 3.0660 -0.5860 1.5771  O1 1.445, O3 1.623, O19 1.654
3 O 2.0466 0.1030 0.5189  S2 1.623, C4 1.442
4 C 0.9119 0.6756 1.1999  O3 1.442, C5 1.518, H23 1.098, H24 1.090
5 C 0.0552 1.3936 0.1731  C4 1.518, C6 1.528, H25 1.095, H26 1.094
6 C -0.6547 0.5378 -0.8750  C5 1.528, F7 1.375, F8 1.363, C9 1.558
7 F -0.7133 1.2621 -2.0426  C6 1.375
8 F 0.0100 -0.6182 -1.1560  C6 1.363
9 C -2.1449 0.1834 -0.5904  C6 1.558, F10 1.370, F11 1.348, C12 1.555
10 F -2.7658 1.3673 -0.2909  C9 1.370
11 F -2.7160 -0.3211 -1.7022  C9 1.348
12 C -2.4615 -0.7614 0.6033  C9 1.555, F13 1.355, F14 1.353, C15 1.561
13 F -3.8092 -0.8985 0.6222  C12 1.355
14 F -2.0805 -0.1546 1.7507  C12 1.353
15 C -1.8664 -2.2045 0.5695  C12 1.561, F16 1.325, F17 1.325, F18 1.327
16 F -1.8654 -2.6830 -0.6661  C15 1.325
17 F -2.6038 -3.0005 1.3295  C15 1.325
18 F -0.6261 -2.2096 1.0418  C15 1.327
19 O 4.2741 -0.8753 0.4847  S2 1.654, P20 1.686
20 P 4.9083 0.1510 -0.6925  O19 1.686, O21 1.615, I22 2.465
21 O 3.7361 0.1115 -1.8034  P20 1.615, H27 0.973
22 I 4.5253 2.4025 0.2362  P20 2.465
23 H 1.2650 1.4246 1.9201  C4 1.098
24 H 0.3763 -0.0914 1.7590  C4 1.090
25 H 0.6986 2.0839 -0.3823  C5 1.095
26 H -0.6702 2.0123 0.7086  C5 1.094
27 H 3.9263 -0.6070 -2.4314  O21 0.973
28 C -5.6544 5.2145 1.0686  C29 1.524, H33 1.091, H34 1.090, H35 1.092
29 C -4.9103 5.6572 -0.1853  C28 1.524, C30 1.533, H36 1.091, H37 1.091
30 C -3.5694 4.9363 -0.3656  C29 1.533, C31 1.463, H38 1.091, H39 1.092
31 C -2.6580 5.1812 0.7523  C30 1.463, N32 1.154
32 N -1.9451 5.3749 1.6392  C31 1.154
33 H -5.0847 5.4459 1.9694  C28 1.091
34 H -6.6147 5.7238 1.1448  C28 1.090
35 H -5.8443 4.1396 1.0538  C28 1.092
36 H -4.7373 6.7342 -0.1499  C29 1.091
37 H -5.5236 5.4606 -1.0659  C29 1.091
38 H -3.0758 5.2658 -1.2805  C30 1.091
39 H -3.7233 3.8582 -0.4408  C30 1.092
40 C 3.7747 -6.3991 -0.7633  C41 1.524, H45 1.091, H46 1.090, H47 1.092
41 C 3.9113 -5.1725 0.1307  C40 1.524, C42 1.531, H48 1.092, H49 1.091
42 C 3.5032 -3.8727 -0.5672  C41 1.531, C43 1.462, H50 1.087, H51 1.092
43 C 4.3265 -3.5695 -1.7365  C42 1.462, N44 1.156
44 N 4.9722 -3.3291 -2.6641  C43 1.156
45 H 4.4298 -6.3308 -1.6332  C40 1.091
46 H 4.0424 -7.3045 -0.2189  C40 1.090
47 H 2.7491 -6.5126 -1.1198  C40 1.092
48 H 4.9421 -5.0839 0.4790  C41 1.092
49 H 3.2851 -5.2872 1.0163  C41 1.091
50 H 3.6025 -3.0159 0.0943  C42 1.087
51 H 2.4623 -3.9221 -0.8941  C42 1.092